Computed, not measured: a 4-piece molecular cluster, CH10O3S2 overall at a distorted geometry, with wB97M-V/def2-TZVPD.

HOMO-LUMO gap: 9.8 eV
DFT total energy: -1066.18645 a.u.
HOMO: -9.354 eV
SMILES string: CSS.O.O.O

```
16
CH10O3S2 wB97M-V/def2-TZVPD
C -0.34 1.55 -0.06
S -1.37 0.29 -0.85
S -2.69 -0.15 0.70
H 0.21 1.10 0.81
H 0.40 1.92 -0.85
H -0.95 2.35 0.25
H -1.94 -1.00 1.42
H 1.62 -1.22 -0.77
H 0.24 -1.46 -0.08
O 1.17 -1.68 0.03
H 3.17 -0.30 2.33
H 2.25 -0.80 1.18
O 2.95 -0.07 1.42
H 3.59 -0.14 -1.86
H 3.07 0.32 -0.51
O 2.79 0.20 -1.36
```

Results of the Mulliken charge analysis, in e, for atoms 1 through 2: -0.6400 -0.1210

=====

Computed, not measured: a 4-piece molecular cluster, CH10O3S2 overall at a distorted geometry, with wB97M-V/def2-TZVPD.

HOMO-LUMO gap: 9.2 eV
DFT total energy: -1066.12272 a.u.
HOMO: -9.250 eV
SMILES string: CSS.O.O.O

```
16
CH10O3S2 wB97M-V/def2-TZVPD
C 2.29 0.68 -2.29
S 3.13 -0.62 -1.15
S 3.03 0.36 0.67
H 1.42 1.01 -1.74
H 1.94 0.22 -3.20
H 2.96 1.50 -2.50
H 2.23 0.12 1.70
H 0.67 -1.14 1.99
H -0.07 -1.04 0.67
O -0.29 -1.01 1.62
H -3.15 2.03 1.46
H -1.75 1.44 2.02
O -2.59 1.26 1.62
H -3.10 -2.07 0.34
H -3.84 -1.33 -0.78
O -2.88 -1.43 -0.43
```

Results of the Mulliken charge analysis, in e, for atoms 1 through 2: -0.7477 -0.0234